1.
57
Properties=species:S:1:pos:R:3:forces:R:3 method="wB97M-V/def2-TZVPD" lumo_energy_ev="-2.67 / -2.65" e_homo_ha="-0.41004 / -0.41118" e_tot_ev=-91378.434 total_charge=+1 gap_ev="8.48 / 8.53" spin_multiplicity=2
Ce 1.0742 -0.2374 -0.5855 -3.44 2.16 3.52
C -1.2327 2.1548 -3.4097 -0.01 -0.01 0.01
C -1.1492 0.7267 -2.9679 -0.14 -0.04 0.26
C -0.7852 -0.2730 -3.8723 -0.05 -0.10 0.24
C -0.7645 -1.6063 -3.4957 -0.04 0.13 0.05
C -1.1135 -1.9715 -2.1999 -0.25 0.19 0.22
C -1.4987 -0.9949 -1.2771 -1.06 0.04 -0.59
C -1.5194 0.3552 -1.6682 -0.47 -0.45 -0.38
H -2.1481 2.3130 -3.9801 -0.04 0.03 -0.04
H -0.3942 2.4066 -4.0547 0.06 0.08 -0.05
H -1.2394 2.8285 -2.5571 0.00 0.08 0.01
H -0.5363 -0.0007 -4.8869 0.08 0.05 -0.10
H -0.4925 -2.3621 -4.2178 0.02 -0.06 -0.03
H -1.1672 -3.0169 -1.9285 0.13 -0.04 0.06
H -1.9409 -1.2896 -0.3238 0.45 0.09 -0.11
H -1.9666 1.0969 -1.0111 0.26 0.01 0.05
C -1.9221 -3.5228 2.5895 -0.35 0.28 -0.30
C -0.7158 -3.9645 1.7911 0.26 0.39 -0.14
S 0.4537 -2.6355 1.3230 0.24 -0.43 0.55
C 0.9760 -1.8961 2.9113 -0.02 -0.17 -0.46
C 0.0808 -0.7999 3.4835 -0.14 0.37 -0.33
S -0.7084 0.2444 2.2002 -0.58 0.17 0.54
C -2.4765 0.2910 2.7417 0.76 -0.06 -0.18
C -3.2113 -1.0192 2.9644 0.04 -0.38 -0.43
S -2.9414 -2.2935 1.6834 -0.07 -0.15 0.50
H -1.6281 -3.0935 3.5442 -0.03 -0.06 0.03
H -2.5619 -4.3877 2.7719 0.12 -0.01 0.12
H -1.0281 -4.3892 0.8377 0.07 -0.11 -0.02
H -0.1475 -4.7161 2.3422 -0.04 -0.01 -0.09
H 1.9531 -1.4704 2.6640 -0.15 -0.18 0.19
H 1.1051 -2.7056 3.6314 0.10 0.05 0.00
H 0.6918 -0.1346 4.0954 -0.08 -0.11 0.07
H -0.7213 -1.2047 4.0959 0.02 0.01 0.03
H -2.9487 0.8556 1.9409 -0.09 0.12 -0.02
H -2.5151 0.8821 3.6564 -0.07 0.11 -0.06
H -4.2830 -0.8154 2.9548 0.04 0.01 0.19
H -2.9623 -1.4741 3.9206 -0.07 0.06 0.06
C 3.0858 2.7436 -2.0813 0.17 -0.05 0.04
C 1.9491 3.0495 -1.1779 0.09 -0.15 -0.18
N 0.9427 2.2373 -0.8702 0.37 0.84 -0.18
C 0.1594 2.9429 0.0247 -0.05 0.21 0.16
C 0.7052 4.1673 0.2466 -0.52 -0.26 0.19
N 1.8248 4.2201 -0.5276 0.09 -0.14 -0.25
H 2.8180 1.9595 -2.7883 0.01 0.08 0.03
H 3.9500 2.4131 -1.4987 -0.01 -0.03 -0.03
H 3.3824 3.6343 -2.6346 -0.01 -0.05 -0.05
H -0.7220 2.5114 0.4656 -0.01 0.08 0.04
H 0.3995 4.9791 0.8744 -0.06 0.11 0.09
H 2.4861 4.9793 -0.5513 0.01 -0.06 -0.05
F 1.8270 -0.3113 -2.6958 0.84 -0.02 -1.48
B 2.6863 -1.3404 -2.1280 1.20 -0.78 -1.26
F 1.7251 -2.1763 -1.4582 0.80 -1.64 -0.73
F 3.3375 -0.6525 -1.0816 0.77 -0.13 -0.12
F 3.4511 -1.9636 -2.9956 0.23 -0.17 -0.32
S 3.5285 2.7192 2.2123 0.43 0.57 0.25
C 2.7370 1.4684 1.6798 -0.44 -0.53 -0.16
N 2.1113 0.5397 1.2787 0.60 0.03 0.60

2.
51
Properties=species:S:1:pos:R:3:forces:R:3 method="wB97M-V/def2-TZVPD" lumo_energy_ev="-2.73 / -3.46" e_homo_ha="-0.35013 / -0.39549" e_tot_ev=-158598.430 total_charge=+1 gap_ev="6.80 / 7.30" spin_multiplicity=2
Cu -0.2211 -0.9738 0.1088 -0.17 -0.17 0.06
C -0.6377 3.8330 0.2126 0.03 0.00 0.02
P -0.4087 2.4487 -0.9164 -0.08 0.37 -0.33
C 0.0250 3.1951 -2.5201 -0.03 0.00 0.09
C -2.0712 1.7776 -1.2708 0.15 -0.30 0.16
C -2.2680 0.4818 -2.0610 0.00 0.00 -0.06
P -2.1882 -1.0658 -1.0629 0.10 0.16 -0.09
C -2.6037 -2.3010 -2.3377 0.12 0.01 0.05
C -3.7097 -0.9925 -0.0589 0.02 -0.07 -0.03
H -1.7034 4.0544 0.2540 -0.01 0.05 0.01
H -0.1061 4.7072 -0.1626 -0.01 0.00 0.02
H -0.3016 3.5730 1.2130 -0.01 -0.06 -0.01
H -0.7494 3.8957 -2.8412 0.05 -0.07 0.06
H 0.1351 2.4153 -3.2751 0.00 -0.01 0.01
H 0.9715 3.7247 -2.4316 0.03 0.02 -0.03
H -2.4591 2.6145 -1.8549 -0.11 0.09 -0.05
H -2.5987 1.7573 -0.3190 0.03 -0.03 0.02
H -1.5343 0.3908 -2.8673 -0.03 -0.01 0.01
H -3.2536 0.5220 -2.5325 0.00 0.07 -0.04
H -3.5036 -2.0143 -2.8817 -0.03 -0.02 -0.02
H -2.7736 -3.2673 -1.8620 0.00 0.00 0.00
H -1.7740 -2.4096 -3.0368 -0.02 0.00 0.01
H -4.5763 -1.3010 -0.6442 -0.02 0.05 -0.01
H -3.8682 0.0094 0.3348 0.04 0.01 0.03
H -3.5980 -1.6554 0.7981 -0.04 -0.02 0.00
O 4.4249 2.7250 0.4459 -0.04 0.03 -0.01
C 3.4588 1.9006 0.0288 0.15 0.04 0.06
C 3.6494 0.5582 -0.2640 0.14 -0.10 -0.01
C 2.5573 -0.1872 -0.6566 -0.20 -0.05 -0.04
N 1.3158 0.3011 -0.7671 0.21 0.13 -0.08
C 1.1700 1.6096 -0.5341 -0.21 -0.20 0.07
Br -0.9982 0.7215 1.6809 0.10 0.13 0.18
C 2.1891 2.4449 -0.1357 -0.16 0.15 -0.05
H 5.2655 2.2631 0.5377 0.07 -0.03 0.01
H 4.6272 0.0958 -0.1788 -0.09 0.03 -0.02
H 2.6690 -1.2388 -0.8913 0.00 0.04 0.05
H 2.0380 3.5002 0.0558 0.03 -0.06 -0.01
F 1.5541 -2.3224 5.4438 0.02 0.01 0.06
C 1.2992 -2.4742 4.1402 -0.02 -0.01 -0.01
C 2.3455 -2.3634 3.2395 0.12 0.02 -0.10
C 2.0830 -2.5146 1.8940 -0.01 0.08 -0.02
C 0.7748 -2.7804 1.4218 -0.06 0.04 -0.06
C 0.4760 -2.9044 0.0166 0.15 -0.32 0.11
C -0.2512 -2.9027 2.3921 -0.02 -0.02 0.00
C 0.0040 -2.7504 3.7385 -0.14 -0.01 -0.06
H 3.3470 -2.1751 3.6079 -0.07 -0.01 -0.03
H 2.8984 -2.4532 1.1821 -0.02 -0.02 0.04
H -0.3927 -3.4952 -0.2524 0.04 -0.01 0.01
H 1.3122 -3.0191 -0.6706 -0.08 0.05 0.07
H -1.2609 -3.1197 2.0589 0.05 0.00 0.03
H -0.7796 -2.8387 4.4815 0.06 0.01 -0.06

3.
53
Properties=species:S:1:pos:R:3:forces:R:3 method="wB97M-V/def2-TZVPD" lumo_energy_ev=4.04 e_homo_ha=-0.00572 e_tot_ev=-119813.947 total_charge=-2 gap_ev=4.20
Pb 0.6780 0.4502 -0.0353 0.48 -0.28 -0.26
C 1.2829 -2.6773 -2.6957 0.04 0.00 -0.09
Si 0.0123 -1.8080 -1.5227 -0.14 -0.01 0.05
C -1.8045 -2.4951 -1.7325 -0.09 0.07 0.05
C 0.3058 -3.2806 -0.0732 0.02 -0.08 0.06
C 0.2341 -4.6361 -0.4615 0.00 0.10 0.02
C 0.3345 -5.6944 0.4297 0.00 0.05 0.05
C 0.5122 -5.4366 1.7879 -0.01 0.02 -0.06
C 0.5848 -4.1180 2.2082 -0.01 0.03 -0.06
C 0.4885 -3.0405 1.3086 -0.01 -0.09 -0.10
Si 0.6181 -1.2728 2.0168 -0.06 -0.12 0.10
C 2.2492 -1.2629 2.9967 0.11 0.09 0.06
C -0.7060 -1.2089 3.3974 -0.11 0.19 0.00
H 0.8388 -3.5487 -3.1978 0.03 0.04 0.04
H 2.1528 -3.0390 -2.1392 -0.04 0.00 0.00
H 1.6241 -1.9912 -3.4765 0.00 -0.02 0.04
H -1.8266 -3.3774 -2.3870 0.03 0.02 0.05
H -2.4731 -1.7427 -2.1663 0.03 -0.04 0.01
H -2.2173 -2.8150 -0.7699 0.02 -0.03 -0.05
H 0.0849 -4.8745 -1.5139 0.01 0.02 0.03
H 0.2716 -6.7200 0.0734 0.00 0.00 0.00
H 0.5917 -6.2511 2.5020 0.00 -0.01 0.00
H 0.7221 -3.9169 3.2701 0.00 0.00 -0.02
H 2.1849 -1.9225 3.8711 0.04 -0.01 -0.04
H 2.4837 -0.2502 3.3395 -0.03 -0.05 0.02
H 3.0804 -1.6051 2.3727 -0.02 0.01 0.01
H -0.3647 -1.7525 4.2863 -0.01 -0.02 -0.03
H -1.6519 -1.6577 3.0771 0.04 0.00 0.02
H -0.9054 -0.1711 3.6844 0.02 -0.06 -0.01
O -5.8212 1.2715 0.8904 -0.13 0.05 0.02
C -4.4961 1.0735 0.6387 -0.02 0.00 0.00
C -3.8538 -0.1164 0.9474 0.16 -0.08 0.00
C -2.5096 -0.2195 0.6556 -0.08 -0.13 0.02
N -1.8018 0.7683 0.1069 0.06 0.02 -0.01
C -2.4329 1.8800 -0.1953 -0.35 0.19 0.09
Br -1.4629 3.2711 -1.0192 0.02 -0.04 0.03
C -3.7869 2.0947 0.0430 0.22 0.07 -0.06
H -6.1670 0.4942 1.3394 0.02 -0.03 0.00
H -4.3774 -0.9509 1.3980 -0.01 0.01 0.00
H -1.9630 -1.1347 0.8457 -0.02 0.04 0.01
H -4.2566 3.0305 -0.2175 -0.02 -0.01 0.01
C 0.0332 2.4779 4.5927 -0.04 -0.04 0.08
C 0.5660 2.7702 3.1717 0.05 -0.01 -0.17
O 1.7415 3.1939 3.1134 -0.12 0.01 0.01
O -0.2274 2.5284 2.2268 -0.08 0.08 0.12
H 0.3577 3.2567 5.2863 0.00 -0.01 0.00
H 0.4581 1.5289 4.9339 0.00 0.02 0.00
H -1.0549 2.3920 4.5959 0.01 0.00 0.01
C -0.7748 -0.7875 -4.0905 0.05 -0.02 0.10
O -0.3354 -0.4769 -2.8142 -0.07 0.02 -0.06
H 0.0029 -0.6041 -4.8553 0.00 -0.01 -0.01
H -1.6506 -0.1786 -4.3782 0.00 0.00 -0.01
H -1.0760 -1.8437 -4.2034 0.00 0.01 -0.02

4.
58
Properties=species:S:1:pos:R:3:forces:R:3 method="wB97M-V/def2-TZVPD" lumo_energy_ev="-5.47 / -6.33" e_homo_ha="-0.46710 / -0.43954" e_tot_ev=-76943.128 total_charge=+1 gap_ev="7.24 / 5.63"
Ca 0.1314 0.0023 0.5011 0.16 0.90 0.87
P -2.5247 0.2547 -0.4900 -0.69 -0.51 0.39
C -2.1344 0.7658 -2.1493 0.18 0.72 -0.59
C -0.8476 1.2048 -2.5787 0.52 0.33 -0.33
N 0.2898 0.9711 -1.8249 -0.09 -0.42 -0.32
C 1.4934 1.2757 -2.3335 -0.19 0.17 0.47
C 1.6395 2.0213 -3.5074 -0.32 -0.08 -0.31
C 0.5094 2.3227 -4.2635 0.23 0.06 0.11
C -0.7230 1.8832 -3.8228 -0.46 -0.25 0.25
C 2.7514 0.8626 -1.5807 -0.12 0.23 0.00
P 2.6215 -0.7022 -0.5944 0.89 -0.13 -0.48
H -1.6360 2.0590 -4.3902 0.30 0.02 0.02
H 2.6305 2.3413 -3.8097 -0.13 -0.10 -0.07
H 0.6006 2.8876 -5.1881 -0.04 -0.11 0.17
H 3.5722 0.7088 -2.2986 -0.21 0.32 0.20
H 3.0559 1.6641 -0.8803 -0.12 -0.23 -0.35
H -1.9514 -1.0683 -3.3410 -0.20 -0.90 -0.14
H -2.9662 0.9419 -2.8464 0.35 -0.05 0.18
H -0.7716 -2.7738 -2.6613 0.64 -0.47 0.69
O -2.1415 -2.0217 -3.5091 0.03 1.12 -0.59
H -2.2974 -2.0542 -4.4726 0.08 -0.21 0.56
H -0.4619 -2.0571 0.1589 -0.31 -0.58 0.03
O -0.0562 -3.1197 -2.0562 -0.83 1.11 1.03
H -0.3164 -2.7936 -1.1323 0.37 -0.83 -1.79
C 3.3043 -1.9173 -1.7891 -0.50 -0.17 0.24
H 4.3261 -1.6466 -2.0937 -0.37 -0.07 0.07
H 3.2955 -2.8986 -1.2948 0.13 0.20 -0.24
H 2.6173 -1.9815 -2.6435 0.28 -0.03 0.13
C 4.0324 -0.4404 0.5338 -0.11 -0.10 0.27
H 4.0681 -1.2858 1.2334 0.13 0.23 -0.15
H 4.9806 -0.3615 -0.0139 -0.22 0.02 0.17
H 3.8478 0.4700 1.1189 0.16 -0.22 -0.07
C -3.4130 1.7129 0.1888 0.12 0.16 0.07
H -4.4199 1.7956 -0.2399 0.25 -0.01 0.07
H -3.4775 1.6016 1.2804 0.00 0.07 -0.32
H -2.8379 2.6203 -0.0411 -0.18 -0.21 0.17
C -3.8748 -0.9696 -0.7183 0.26 -0.06 0.11
H -4.2678 -1.2438 0.2736 0.10 0.12 -0.36
H -4.6809 -0.5550 -1.3358 0.16 -0.13 0.13
H -3.4542 -1.8659 -1.1919 -0.24 0.19 0.07
O 0.9153 -0.3026 2.6730 -0.88 1.03 0.24
C 0.1785 0.6672 3.0852 0.20 -0.12 -0.56
O -0.5020 1.3979 2.2780 0.72 -0.82 0.58
C 0.1033 0.9424 4.5699 0.07 0.05 0.51
C -0.6439 2.0292 5.0467 -0.06 -0.06 0.52
C -0.7797 2.2346 6.4361 1.17 -1.72 -1.12
C -0.1432 1.3631 7.3379 0.04 0.04 0.06
C 0.6424 0.3007 6.8605 -1.01 1.27 -1.82
C 0.7660 0.0896 5.4662 -0.10 0.10 0.66
N 1.2917 -0.5938 7.7855 1.46 -2.00 2.23
O 1.1476 -0.3984 9.0125 0.08 -0.09 -2.60
O 1.9738 -1.5353 7.3237 -1.41 1.96 0.55
N -1.6192 3.2997 6.9203 -1.88 2.37 1.41
O -2.1935 4.0410 6.0920 1.31 -1.65 1.33
O -1.7515 3.4312 8.1575 0.47 -0.49 -2.50
H -1.1246 2.6968 4.3369 0.02 -0.13 0.21
H -0.2549 1.5102 8.4092 0.00 -0.02 -0.22
H 1.3663 -0.7366 5.0886 -0.19 0.20 0.13